1.
{
  "formula": "C31H41AlAs2N2O8S2Sb",
  "method": "ωB97M-V with the def2-TZVPD basis set",
  "symbols": ["Al", "S", "C", "C", "C", "C", "N", "C", "C", "C", "S", "C", "N", "H", "H", "C", "C", "C", "Sb", "C", "C", "C", "C", "C", "C", "H", "H", "H", "H", "H", "H", "H", "H", "H", "H", "H", "H", "H", "H", "H", "H", "H", "H", "H", "H", "H", "C", "O", "C", "O", "C", "C", "As", "C", "C", "C", "As", "C", "C", "O", "O", "C", "C", "O", "O", "C", "C", "O", "O", "C", "H", "H", "H", "H", "H", "H", "H", "H", "H", "H", "H", "H", "H", "H", "H", "H", "H", "H"],
  "xyz": [[1.0816, 0.9266, 0.6323], [1.6123, 1.3004, 2.7843], [0.5366, 2.6497, 3.0018], [0.3188, 3.1070, 4.2813], [-0.6405, 4.0379, 4.5704], [-0.8771, 4.4433, 5.9025], [-1.0187, 4.8509, 6.9726], [-1.4812, 4.4628, 3.5728], [-1.2692, 4.0656, 2.2267], [-0.2579, 3.1893, 1.9512], [-0.0884, 2.7452, 0.2326], [-2.7288, 5.1305, 3.8465], [-3.7638, 5.6422, 3.9081], [0.8985, 2.7359, 5.0766], [-1.9642, 4.3652, 1.4712], [3.3991, 2.4494, -2.3521], [3.5150, 0.9221, -2.4824], [4.8105, 0.4616, -3.0728], [3.1465, -0.1153, -0.6959], [4.7655, 0.0444, 0.6786], [5.2312, 1.4643, 0.7634], [5.8868, -0.9588, 0.4497], [2.6823, -2.1430, -1.2360], [2.3799, -2.9036, 0.0527], [3.6266, -2.8914, -2.1596], [3.2847, 2.8044, -3.3761], [4.2591, 2.9599, -1.8659], [2.5662, 2.7901, -1.8632], [2.7753, 0.6154, -3.2285], [5.6568, 0.9860, -2.7491], [4.8055, 0.5634, -4.1869], [4.9927, -0.6113, -2.8415], [4.2772, -0.2245, 1.5944], [5.5687, 1.7146, -0.2091], [6.0932, 1.5330, 1.4297], [4.4964, 2.2178, 1.1411], [6.4517, -0.9730, -0.4682], [5.4480, -1.9912, 0.6455], [6.6026, -0.8031, 1.2264], [1.7165, -1.9600, -1.7099], [3.2427, -3.4157, 0.4607], [1.5382, -3.5707, -0.0280], [2.1536, -2.2126, 0.9223], [4.5331, -3.1825, -1.5965], [3.9178, -2.3092, -3.0493], [3.2357, -3.9254, -2.3917], [-0.4616, 1.7308, -3.1402], [-0.4006, 0.6092, -2.1804], [-0.7040, -0.6505, -2.6784], [-0.7699, -0.9142, -3.8304], [-0.8535, -1.6426, -1.5998], [-1.9024, -2.5486, -1.6568], [-3.4699, -1.6931, -2.4387], [-5.0351, -2.7938, -1.9710], [-3.3951, -0.3643, -0.8098], [-2.4210, 0.0473, -0.0503], [-0.6294, -0.9243, 0.1606], [-0.9774, -2.2028, 1.4674], [-2.5880, 1.0731, 1.0907], [-2.2246, 0.7320, 2.2190], [-3.3709, 2.1321, 1.0262], [-3.4048, 2.9790, -0.1761], [-4.8067, 0.0961, -0.6312], [-5.4719, 0.5286, -1.5416], [-5.3018, -0.0731, 0.5568], [-4.7569, -1.0311, 1.4470], [-2.0212, -3.7212, -0.7154], [-1.1694, -4.5678, -0.7856], [-3.1243, -3.6576, -0.0031], [-3.3129, -4.6948, 0.9524], [-0.0172, 2.5895, -2.6460], [-1.5073, 1.8495, -3.3195], [0.0866, 1.4322, -4.0283], [-5.7394, -2.6838, -2.8602], [-5.4088, -2.4616, -1.0017], [-4.8478, -3.8722, -1.7594], [-2.0075, -2.6226, 1.4484], [-0.8887, -1.7172, 2.5042], [-0.2609, -3.0097, 1.5424], [-2.8402, 3.8740, 0.0096], [-4.4684, 3.2671, -0.3209], [-3.0428, 2.5027, -1.0770], [-5.5386, -1.5544, 1.9259], [-4.2122, -0.4118, 2.2004], [-4.0503, -1.6643, 0.9072], [-4.0168, -4.3776, 1.6904], [-2.3846, -4.9969, 1.4204], [-3.6988, -5.5789, 0.4199]],
  "relative_energy_kcal_mol": 27.6,
  "homo_lumo_gap_ev": 6.7920,
  "e_tot_ev": -208645.121,
  "charge": 1
}

---

2.
{
  "formula": "C31H41BrGe2PdSe",
  "method": "ωB97M-V with the def2-TZVPD basis set",
  "symbols": ["Pd", "C", "C", "Ge", "C", "C", "C", "C", "Ge", "C", "C", "C", "C", "C", "C", "C", "C", "C", "C", "H", "H", "H", "H", "H", "H", "H", "H", "H", "H", "H", "H", "H", "H", "H", "H", "H", "H", "H", "H", "H", "H", "H", "H", "H", "H", "Br", "C", "C", "C", "C", "C", "C", "H", "H", "H", "H", "C", "C", "C", "C", "C", "C", "Se", "C", "C", "C", "H", "H", "H", "H", "H", "H", "H", "H", "H", "H", "H"],
  "xyz": [[0.5190, 0.8465, -0.0302], [-1.9848, 2.2682, 3.7217], [-0.6788, 2.4649, 2.9472], [0.0483, 0.7434, 2.2913], [1.3841, 0.1713, 3.6200], [0.7585, -0.5281, 4.8272], [-1.3216, -0.6597, 2.2375], [-1.8902, -1.2427, 1.1741], [-1.7300, -0.6281, -0.6864], [-3.5428, -0.6273, -1.5009], [-4.3745, -1.8981, -1.6261], [-0.4574, -1.5955, -1.8449], [-1.0799, -2.3985, -2.9836], [-2.7335, -2.4519, 1.3694], [-2.5130, -3.5819, 0.5842], [-3.2555, -4.7363, 0.7766], [-4.2453, -4.7712, 1.7484], [-4.4785, -3.6493, 2.5315], [-3.7246, -2.5003, 2.3474], [-2.3574, 3.2110, 4.1280], [-1.8599, 1.5796, 4.5597], [-2.7708, 1.8495, 3.0888], [0.0893, 2.8817, 3.6035], [-0.8128, 3.1823, 2.1404], [1.9027, 1.0791, 3.9382], [2.1350, -0.4628, 3.1537], [0.0088, 0.0917, 5.3262], [1.5156, -0.7743, 5.5745], [0.2733, -1.4628, 4.5433], [-1.5501, -1.1127, 3.2048], [-3.3850, -0.1731, -2.4852], [-4.1035, 0.1199, -0.9299], [-3.8548, -2.6865, -2.1721], [-5.3063, -1.6960, -2.1599], [-4.6406, -2.3031, -0.6510], [0.1545, -2.2285, -1.1979], [0.2505, -0.8659, -2.2526], [-1.6200, -3.2735, -2.6175], [-0.3111, -2.7578, -3.6699], [-1.7883, -1.8055, -3.5655], [-1.7383, -3.5666, -0.1754], [-3.0624, -5.6067, 0.1628], [-4.8331, -5.6680, 1.8936], [-5.2541, -3.6689, 3.2864], [-3.9171, -1.6193, 2.9476], [-2.2383, 5.8868, -1.9168], [-1.9531, 4.0687, -1.4979], [-1.3203, 3.2514, -2.4290], [-1.1053, 1.9230, -2.1144], [-1.5040, 1.3826, -0.8792], [-2.1458, 2.2350, 0.0179], [-2.3737, 3.5733, -0.2769], [-1.0037, 3.6600, -3.3784], [-0.6144, 1.2884, -2.8466], [-2.5067, 1.8409, 0.9609], [-2.8689, 4.2201, 0.4346], [6.9076, 1.7841, -3.6653], [5.8439, 1.3311, -2.7046], [5.8542, 0.0586, -2.1567], [4.8842, -0.3689, -1.2545], [4.9798, -1.7637, -0.7050], [3.8590, 0.5141, -0.8831], [2.6339, -0.1681, 0.4535], [3.8295, 1.8035, -1.4251], [2.7617, 2.7942, -1.0667], [4.8181, 2.1860, -2.3242], [7.5195, 0.9470, -4.0002], [7.5724, 2.5168, -3.2032], [6.4684, 2.2534, -4.5470], [6.6380, -0.6367, -2.4385], [5.7791, -2.3122, -1.2020], [4.0440, -2.3098, -0.8368], [5.1861, -1.7578, 0.3678], [1.7737, 2.3794, -1.2956], [2.8737, 3.7202, -1.6288], [2.7629, 3.0223, 0.0015], [4.7809, 3.1885, -2.7384]],
  "relative_energy_kcal_mol": 7.0,
  "homo_lumo_gap_ev": 6.4933,
  "e_tot_ev": -284712.856
}

---

3.
{
  "formula": "C31H41GaGeN3O2PSe",
  "method": "ωB97M-V with the def2-TZVPD basis set",
  "symbols": ["Ga", "N", "C", "C", "O", "O", "H", "H", "H", "H", "N", "P", "C", "C", "C", "C", "C", "C", "C", "C", "C", "C", "C", "C", "C", "C", "C", "C", "C", "C", "H", "H", "H", "H", "H", "H", "H", "H", "H", "H", "H", "H", "H", "H", "H", "C", "C", "C", "C", "C", "C", "N", "H", "H", "H", "H", "H", "H", "H", "H", "C", "Ge", "C", "C", "C", "Se", "C", "H", "H", "H", "H", "H", "H", "H", "H", "H", "H", "H", "H", "H", "H"],
  "xyz": [[-0.8751, -0.5595, 0.1322], [0.2854, -1.8781, 3.2898], [-0.1986, -3.1537, 2.9303], [-1.3988, -3.0962, 1.9095], [-2.1993, -4.0049, 1.9620], [-1.5571, -2.0518, 1.0623], [0.7782, -1.3079, 2.6123], [0.6116, -1.7150, 4.2448], [-0.6642, -3.6932, 3.7755], [0.6208, -3.7718, 2.4376], [0.9161, -0.4803, -0.0358], [2.2421, -0.6952, -0.8058], [2.2334, -0.7264, -2.6536], [2.6116, 0.4397, -3.3363], [2.6002, 0.4203, -4.7206], [2.2372, -0.7652, -5.4232], [1.8855, -1.8971, -4.6932], [1.9199, -1.8889, -3.3046], [3.1078, -2.2008, -0.3690], [3.0610, -2.6327, 0.9925], [3.7995, -3.7613, 1.3727], [4.5767, -4.4431, 0.4164], [4.6698, -3.9931, -0.8822], [3.9830, -2.8639, -1.2494], [3.3694, 0.6767, -0.4708], [2.8184, 1.8681, -0.0082], [3.7284, 2.9056, 0.2700], [5.0927, 2.7683, 0.0669], [5.5966, 1.5942, -0.4945], [4.7192, 0.4951, -0.7127], [2.8524, 1.3387, -2.7391], [2.9350, 1.2549, -5.3393], [2.2683, -0.8539, -6.5091], [1.6717, -2.8412, -5.1848], [1.5922, -2.7249, -2.6949], [2.4773, -2.0104, 1.6777], [3.7786, -4.1193, 2.3965], [5.0023, -5.4409, 0.7177], [5.2951, -4.4481, -1.6142], [4.0971, -2.4093, -2.2333], [1.7265, 2.0126, 0.0737], [3.4389, 3.8614, 0.6085], [5.7383, 3.6522, 0.1620], [6.6492, 1.5219, -0.7330], [5.1142, -0.4690, -1.0346], [-3.2555, -2.3966, -1.4075], [-3.1339, -0.9450, -1.6948], [-3.9986, -0.1135, -2.4897], [-3.3963, 1.1226, -2.5504], [-2.1615, 1.0598, -1.8134], [-1.0877, 2.0869, -2.0625], [-2.0432, -0.2056, -1.2480], [-4.1542, -2.8019, -1.9021], [-3.3868, -2.5659, -0.3004], [-2.3355, -2.9115, -1.6828], [-4.9150, -0.4808, -2.9160], [-3.7166, 1.9853, -3.1800], [-1.4884, 2.7825, -2.7989], [-0.2004, 1.6340, -2.5641], [-0.8066, 2.5364, -1.1154], [-5.1269, 0.8798, 3.5702], [-4.4864, 2.4959, 2.6676], [-5.7267, 3.3835, 1.4232], [-3.7894, 3.8049, 4.0079], [-3.1016, 1.8281, 1.4841], [-1.7090, 0.8077, 2.2818], [-0.2528, 2.2173, 2.2507], [-6.2080, 1.0940, 3.8000], [-4.5490, 0.6608, 4.4793], [-5.0210, 0.0237, 2.9046], [-6.2550, 4.2006, 1.9199], [-6.4526, 2.6664, 1.0286], [-5.2319, 3.8254, 0.5559], [-3.4754, 3.2201, 4.9164], [-4.5627, 4.4997, 4.3469], [-2.8949, 4.3448, 3.6072], [-2.6437, 2.7398, 1.0150], [-3.6163, 1.2626, 0.7483], [-0.2554, 2.7200, 3.2242], [-0.5219, 2.8723, 1.4554], [0.7522, 1.7536, 2.1703]],
  "relative_energy_kcal_mol": 15.7,
  "homo_lumo_gap_ev": 7.0139,
  "e_tot_ev": -224905.236
}

---

no.,HOMO level (eV)
1,-10.909
2,-7.124
3,-6.710